C40H44N5PS4SeTi as an isolated structure in a non-equilibrium geometry, computed with ωB97M-V/def2-TZVPD.

Results
Molar mass ... 880.90 g/mol
2S+1 ... 2
E_LUMO (alpha / beta) ... -4.532 / -4.533 eV
Charge ... +1

Each line ends with the Löwdin spin population.
Positions of all 96 atoms, in Å:
Ti1 1.390 -1.114 -0.145  0.90
S1 2.399 -3.169 -0.923  0.00
C1 1.118 -4.317 -0.647  0.01
C2 1.436 -5.679 -0.700  0.00
C3 0.479 -6.641 -0.460  0.00
C4 -0.826 -6.272 -0.159  0.00
C5 -1.160 -4.931 -0.116  0.00
C6 -0.205 -3.957 -0.377  0.01
S2 -0.756 -2.256 -0.232  0.01
C7 -1.308 -1.937 -1.934  0.00
C8 -0.241 -1.422 -2.846  0.00
C9 -0.560 -1.400 -4.199  0.00
C10 0.372 -0.952 -5.113  0.00
C11 1.607 -0.572 -4.630  0.00
C12 1.855 -0.608 -3.260  0.00
C13 3.248 -0.213 -2.868  0.00
S3 3.645 -0.287 -1.097  0.00
C14 3.643 1.447 -0.650  0.00
C15 4.808 2.176 -0.839  0.00
C16 4.884 3.484 -0.395  0.00
C17 3.803 4.041 0.281  0.00
C18 2.641 3.320 0.464  0.00
C19 2.531 2.013 -0.023  0.01
S4 1.009 1.182 0.102  0.02
N1 0.943 -1.011 -2.364  0.00
H1 2.456 -5.949 -0.927  0.00
H2 0.758 -7.682 -0.498  0.00
H3 -1.575 -7.022 0.045  0.00
H4 -2.165 -4.615 0.122  0.00
H5 -2.094 -1.186 -1.832  0.00
H6 -1.748 -2.854 -2.333  0.00
H7 -1.534 -1.734 -4.518  0.00
H8 0.146 -0.919 -6.168  0.00
H9 2.385 -0.241 -5.302  0.00
H10 3.445 0.805 -3.207  0.00
H11 3.963 -0.887 -3.347  0.00
H12 5.649 1.704 -1.324  0.00
H13 5.784 4.054 -0.554  0.00
H14 3.869 5.048 0.666  0.00
H15 1.801 3.740 0.996  0.00
C20 1.871 4.212 -3.585  0.00
C21 1.410 2.927 -3.159  0.00
N2 1.073 1.882 -2.836  0.00
H16 1.077 4.730 -4.121  0.00
H17 2.727 4.085 -4.247  0.00
H18 2.169 4.800 -2.720  0.00
Se1 0.020 -3.670 3.220  0.00
N3 1.512 -3.516 4.127  0.01
C22 2.319 -2.650 3.524  0.00
C23 3.592 -2.229 3.928  0.01
C24 4.218 -1.275 3.144  0.00
C25 3.624 -0.780 1.991  0.01
N4 2.423 -1.189 1.540  -0.01
C26 1.781 -2.090 2.309  0.00
N5 0.564 -2.502 1.981  0.00
H19 4.037 -2.635 4.821  0.00
H20 5.186 -0.896 3.426  0.00
H21 4.124 -0.014 1.411  0.00
C27 -3.100 -1.236 2.325  0.00
C28 -3.655 -0.238 1.297  0.00
C29 -4.331 -1.018 0.168  0.00
C30 -4.688 0.624 2.020  0.00
P1 -2.092 0.631 0.586  0.01
C31 -1.559 1.441 2.147  0.00
C32 -2.119 2.587 2.700  0.00
C33 -1.643 3.092 3.898  0.00
C34 -0.616 2.449 4.566  0.00
C35 -0.056 1.299 4.030  0.00
C36 -0.523 0.804 2.828  0.00
C37 -2.621 2.070 -0.581  0.00
C38 -1.631 3.231 -0.467  0.00
C39 -2.461 1.459 -1.979  0.00
C40 -4.036 2.621 -0.433  0.00
H22 -3.871 -1.960 2.590  0.00
H23 -2.799 -0.718 3.234  0.00
H24 -2.239 -1.785 1.940  0.00
H25 -5.205 -1.544 0.549  0.00
H26 -3.654 -1.762 -0.246  0.00
H27 -4.668 -0.362 -0.630  0.00
H28 -5.370 -0.032 2.561  0.00
H29 -5.285 1.222 1.342  0.00
H30 -4.214 1.273 2.749  0.00
H31 -2.926 3.098 2.199  0.00
H32 -2.077 3.995 4.306  0.00
H33 -0.255 2.842 5.504  0.00
H34 0.745 0.795 4.551  0.00
H35 -0.084 -0.094 2.394  0.00
H36 -0.612 2.887 -0.621  0.00
H37 -1.686 3.723 0.499  0.00
H38 -1.859 3.966 -1.239  0.00
H39 -1.422 1.173 -2.148  0.00
H40 -2.738 2.181 -2.744  0.00
H41 -3.103 0.587 -2.103  0.00
H42 -4.201 3.048 0.552  0.00
H43 -4.786 1.858 -0.622  0.00
H44 -4.182 3.415 -1.164  0.00

***

One molecule with the formula C5H8O2, computed with ωB97M-V/def2-TZVPD.

Results
Molar mass ... 100.12 g/mol
E_LUMO ... -0.469 eV

Each line ends with the natural charge from an NBO analysis.
Positions of all 15 atoms, in Å:
O1 1.714 -0.194 1.329  -0.72
C1 0.562 0.070 2.090  -0.08
C2 -0.551 0.615 1.217  -0.09
O2 -0.722 -0.384 0.207  -0.46
C3 -0.706 0.002 -1.042  0.36
C4 -0.415 -0.844 -2.069  -0.51
C5 0.212 -2.082 -1.807  -0.20
H1 1.506 -0.932 0.727  0.49
H2 0.782 0.810 2.871  0.19
H3 0.193 -0.847 2.558  0.17
H4 -0.235 1.553 0.749  0.18
H5 -1.507 0.730 1.743  0.20
H6 -0.999 1.034 -1.250  0.17
H7 -0.680 -0.420 -3.043  0.19
H8 0.163 -2.612 -2.783  0.11

***

C62H51AsCl2IO3P2RhS as an isolated structure, computed with ωB97M-V/def2-TZVPD.

Results
Molar mass ... 1313.74 g/mol
E_LUMO ... -5.659 eV
Charge ... +2

Each line ends with the Löwdin charge.
Positions of all 124 atoms, in Å:
Rh1 -0.547 0.523 -0.913  0.44
I1 -2.468 1.995 0.109  1.46
C1 -2.099 3.999 -0.362  -0.55
C2 -2.373 4.839 0.681  -0.15
C3 -2.404 6.232 0.482  -0.04
C4 -2.231 6.720 -0.775  0.00
C5 -1.964 5.859 -1.869  -0.14
C6 -1.878 6.410 -3.169  0.01
C7 -1.664 5.613 -4.251  -0.03
C8 -1.419 4.246 -4.050  -0.08
C9 -1.443 3.662 -2.803  -0.29
P1 -0.714 1.979 -2.866  1.07
C10 0.931 2.277 -3.583  -0.35
C11 1.636 1.241 -4.199  -0.12
C12 2.923 1.446 -4.672  -0.06
C13 3.528 2.685 -4.524  -0.05
C14 2.838 3.720 -3.906  -0.04
C15 1.549 3.521 -3.437  -0.09
C16 -1.754 1.204 -4.144  -0.36
C17 -1.298 0.826 -5.405  -0.07
C18 -2.174 0.261 -6.323  -0.05
C19 -3.508 0.079 -5.997  -0.05
C20 -3.978 0.487 -4.753  -0.05
C21 -3.107 1.046 -3.835  -0.11
C22 -1.817 4.455 -1.676  -0.19
H1 -2.603 4.440 1.661  0.10
H2 -2.608 6.890 1.315  0.12
H3 -2.309 7.782 -0.968  0.13
H4 -2.010 7.479 -3.285  0.13
H5 -1.634 6.023 -5.250  0.12
H6 -1.155 3.649 -4.915  0.12
H7 1.188 0.267 -4.323  0.08
H8 3.451 0.634 -5.154  0.11
H9 4.532 2.847 -4.892  0.12
H10 3.304 4.689 -3.786  0.12
H11 1.038 4.332 -2.941  0.11
H12 -0.270 0.988 -5.696  0.10
H13 -1.809 -0.025 -7.301  0.12
H14 -4.188 -0.356 -6.717  0.12
H15 -5.026 0.379 -4.505  0.12
H16 -3.486 1.367 -2.871  0.09
Cl1 0.053 -4.420 -6.219  0.73
C23 0.222 -3.314 -4.907  -0.66
C24 1.504 -2.979 -4.449  -0.08
C25 1.667 -2.093 -3.415  -0.58
Cl2 3.253 -1.727 -2.837  0.78
C26 0.566 -1.459 -2.784  -0.41
O1 0.831 -0.609 -1.835  -0.27
C27 -0.721 -1.857 -3.229  -0.14
C28 -1.924 -1.470 -2.577  -0.15
O2 -2.070 -0.658 -1.644  -0.21
C29 -0.871 -2.779 -4.291  -0.04
H17 2.375 -3.429 -4.909  0.12
H18 -2.840 -1.960 -2.923  0.16
H19 -1.867 -3.060 -4.609  0.13
C30 2.670 1.328 -0.754  -0.17
S1 1.106 1.908 -0.152  0.77
O3 0.856 3.286 -0.586  -0.42
C31 1.352 1.972 1.605  -0.35
C32 2.466 1.435 2.239  -0.07
C33 2.609 1.613 3.607  -0.04
C34 1.655 2.321 4.323  -0.03
C35 0.556 2.871 3.677  -0.04
C36 0.405 2.706 2.311  -0.09
H20 3.436 2.000 -0.369  0.10
H21 2.614 1.377 -1.840  0.04
H22 2.820 0.292 -0.456  0.04
H23 3.224 0.890 1.696  0.11
H24 3.467 1.194 4.113  0.09
H25 1.780 2.454 5.389  0.12
H26 -0.171 3.449 4.233  0.12
H27 -0.408 3.189 1.789  0.06
C37 0.717 -1.385 2.189  -0.36
C38 2.004 -1.995 1.656  -0.41
As1 3.166 -2.960 2.956  1.33
C39 3.254 -1.691 4.440  -0.43
C40 2.175 -1.356 5.257  -0.13
C41 2.346 -0.502 6.336  -0.09
C42 3.600 0.029 6.615  -0.08
C43 4.683 -0.302 5.813  -0.09
C44 4.509 -1.160 4.733  -0.14
C45 1.820 -4.174 3.683  -0.42
C46 0.869 -4.780 2.865  -0.12
C47 -0.007 -5.726 3.383  -0.08
C48 0.066 -6.087 4.719  -0.07
C49 1.024 -5.503 5.536  -0.07
C50 1.896 -4.556 5.021  -0.12
P2 -0.617 -1.093 0.954  1.06
C51 -2.048 -0.631 1.971  -0.44
C52 -1.876 -0.064 3.232  -0.09
C53 -2.978 0.361 3.963  -0.05
C54 -4.257 0.220 3.448  -0.05
C55 -4.438 -0.342 2.190  -0.08
C56 -3.341 -0.755 1.450  -0.22
C57 -0.956 -2.784 0.369  -0.33
C58 -0.062 -3.389 -0.519  -0.13
C59 -0.236 -4.705 -0.917  -0.05
C60 -1.311 -5.439 -0.434  -0.05
C61 -2.191 -4.856 0.466  -0.06
C62 -2.013 -3.542 0.874  -0.07
H28 0.924 -0.461 2.728  0.05
H29 0.233 -2.076 2.889  0.09
H30 2.634 -1.249 1.170  0.04
H31 1.808 -2.761 0.908  0.03
H32 1.201 -1.800 5.081  0.10
H33 1.504 -0.265 6.975  0.11
H34 3.737 0.679 7.470  0.11
H35 5.667 0.090 6.039  0.11
H36 5.364 -1.436 4.127  0.09
H37 0.806 -4.534 1.810  0.08
H38 -0.738 -6.191 2.734  0.10
H39 -0.612 -6.829 5.121  0.11
H40 1.098 -5.791 6.577  0.11
H41 2.642 -4.116 5.672  0.10
H42 -0.889 0.054 3.660  0.09
H43 -2.833 0.793 4.945  0.12
H44 -5.114 0.540 4.026  0.12
H45 -5.435 -0.460 1.786  0.12
H46 -3.492 -1.187 0.468  0.10
H47 0.793 -2.840 -0.882  0.08
H48 0.472 -5.157 -1.600  0.12
H49 -1.452 -6.465 -0.745  0.12
H50 -3.018 -5.429 0.865  0.12
H51 -2.695 -3.125 1.601  0.10

***

A 2-piece molecular cluster, C6H14NO overall, computed with ωB97M-V/def2-TZVPD.

Results
Molar mass ... 116.18 g/mol
E_LUMO ... -4.817 eV
Charge ... +1

Each line ends with the natural charge from an NBO analysis.
Positions of all 22 atoms, in Å:
C1 1.238 1.236 -0.545  -0.06
O1 0.649 0.278 -1.476  -0.77
C2 0.176 1.666 0.449  -0.42
C3 0.799 2.454 1.594  -0.61
H1 2.068 0.760 -0.019  0.17
H2 1.599 2.081 -1.122  0.20
H3 1.126 0.331 -2.316  0.51
H4 -0.574 2.254 -0.074  0.22
H5 -0.307 0.771 0.839  0.19
H6 1.281 3.363 1.249  0.22
H7 0.049 2.743 2.325  0.23
H8 1.524 1.842 2.130  0.21
C4 -1.688 -2.061 -0.302  -0.09
C5 -2.406 -1.223 -1.021  -0.29
C6 0.493 -2.723 0.398  0.09
N1 -0.275 -1.931 -0.240  -0.42
H9 -2.112 -2.863 0.289  0.23
H10 -1.942 -0.419 -1.573  0.23
H11 -3.479 -1.312 -1.083  0.24
H12 1.560 -2.543 0.358  0.23
H13 0.057 -3.537 0.965  0.22
H14 0.161 -1.165 -0.827  0.48

***

C21H19Br2F2N4O2SZn as an isolated structure in a non-equilibrium geometry, computed with ωB97M-V/def2-TZVPD.

Results
Molar mass ... 654.67 g/mol
E_LUMO ... 2.240 eV
Charge ... -1

Each line ends with the natural charge from an NBO analysis.
Positions of all 52 atoms, in Å:
Zn1 -0.853 -0.011 -0.185  1.49
Br1 -3.782 -4.336 -4.814  0.00
C1 -2.829 -3.119 -3.693  -0.02
C2 -3.388 -2.697 -2.514  -0.31
C3 -2.652 -1.812 -1.722  0.03
N1 -1.437 -1.399 -2.117  -0.51
C4 -0.901 -1.789 -3.281  0.17
C5 -1.586 -2.682 -4.109  -0.31
C6 0.435 -1.244 -3.696  0.20
C7 1.045 -1.693 -4.876  -0.27
C8 2.279 -1.176 -5.199  -0.04
Br2 3.158 -1.766 -6.775  0.04
C9 2.875 -0.227 -4.396  -0.30
C10 2.179 0.173 -3.266  0.08
N2 1.002 -0.336 -2.916  -0.39
H1 -4.366 -3.042 -2.205  0.22
H2 -2.874 -1.295 -0.662  0.36
H3 -1.191 -3.026 -5.049  0.21
H4 0.587 -2.429 -5.512  0.22
H5 3.838 0.198 -4.641  0.23
H6 2.595 0.915 -2.599  0.21
C11 -1.435 1.568 4.755  -0.82
S1 -1.476 1.638 2.934  1.34
O1 -2.738 2.331 2.608  -0.96
C12 -0.252 3.007 2.989  -0.25
C13 -0.730 4.277 2.733  -0.23
C14 0.098 5.393 2.728  -0.20
C15 1.429 5.249 3.086  -0.22
C16 1.888 3.988 3.450  -0.23
C17 1.082 2.867 3.378  -0.18
H7 -1.632 2.562 5.150  0.23
H8 -0.469 1.194 5.096  0.21
H9 -2.226 0.875 5.042  0.23
H10 -1.788 4.366 2.511  0.25
H11 -0.317 6.358 2.468  0.21
H12 2.104 6.095 3.116  0.21
H13 2.911 3.874 3.790  0.20
H14 1.505 1.909 3.661  0.20
O2 -2.506 -0.420 0.436  -1.57
N3 0.683 -2.159 1.940  -0.32
C18 1.103 -3.391 2.295  -0.07
C19 0.779 -4.223 1.250  -0.36
C20 0.154 -3.378 0.307  -0.05
N4 0.103 -2.134 0.745  -0.26
H15 0.742 -1.299 2.456  0.41
H16 1.584 -3.576 3.240  0.21
H17 0.958 -5.281 1.179  0.22
H18 -0.269 -3.621 -0.654  0.21
F1 0.975 2.183 -0.396  -0.41
C21 0.788 1.019 0.343  0.02
F2 1.939 0.191 0.223  -0.43
H19 0.877 1.330 1.365  0.08

***

DFT total energy (eV)
-190732.8495; -9404.9028; -197658.5621; -9978.9842; -236911.4593
Relative energy (zero: lowest compared OMol25 entry of this formula, charge and spin) (kcal per mole)
34.4; 113.7; 0.0; 29.1; 56.6